This record from the Open Molecules 2025 dataset describes a structure of composition C36H26BrInN6O8S2. The level of theory is the ωB97M-V functional and the def2-TZVPD basis.

The LUMO energy comes out at -1.6 eV. Its charge is 0. Its spin multiplicity is 1.

Geometry as XYZ:
```
80
Properties=species:S:1:pos:R:3:mulliken_charge:R:1
In 0.56769 -0.32210 0.52124 2.731
Br -1.02182 4.57040 -5.14809 -0.151
C -0.31402 3.40229 -3.84910 -0.383
C 1.06217 3.13852 -3.82357 -0.365
C 1.60080 2.27103 -2.90797 -0.920
C 0.80579 1.64268 -1.93144 0.442
O 1.37386 0.85870 -1.04857 -0.761
C -0.58199 1.94755 -1.93564 0.934
C -1.52481 1.49091 -0.97732 -0.739
N -1.33479 0.65268 -0.00276 0.208
C -2.41252 0.28961 0.83565 -0.153
C -3.73273 0.34005 0.48580 -0.657
C -4.74602 -0.00770 1.40727 -1.082
C -4.43637 -0.41773 2.66848 -0.889
C -3.07726 -0.52464 3.05283 0.765
C -2.67642 -0.94795 4.33915 -0.692
C -1.35225 -1.03454 4.65394 -1.306
C -0.41090 -0.73036 3.65652 -0.113
N -0.74458 -0.33754 2.44899 0.181
C -2.06895 -0.19670 2.13195 0.633
C -1.11408 2.83303 -2.90844 -0.941
H 1.70374 3.64953 -4.52738 0.339
H 2.66680 2.08470 -2.89247 0.433
H -2.51835 1.92960 -1.07435 0.412
H -4.01743 0.63748 -0.51438 0.616
H -5.77956 0.05762 1.09583 0.419
H -5.20916 -0.67308 3.38127 0.433
H -3.43602 -1.19827 5.07001 0.447
H -1.01477 -1.34837 5.63076 0.456
H 0.64965 -0.82973 3.86066 0.657
H -2.17073 3.06875 -2.88173 0.504
O 0.87512 -1.87171 -1.17068 -0.678
C -0.28385 -2.31043 -0.98188 0.863
O -0.86402 -2.13376 0.13473 -0.587
C -1.02254 -2.92001 -2.12284 0.258
C -0.93520 -2.33144 -3.37972 -0.839
C -1.65946 -2.85263 -4.44222 -0.685
C -2.45425 -3.97557 -4.26492 -0.506
C -2.50857 -4.54178 -3.00581 -0.142
C -1.82330 -4.03383 -1.92210 -0.140
N -3.35316 -5.74335 -2.80410 1.034
O -3.30734 -6.28399 -1.71841 -0.608
O -4.03476 -6.11302 -3.73613 -0.614
H -0.29663 -1.46707 -3.51892 0.613
H -1.59895 -2.38739 -5.41627 0.433
H -3.02291 -4.40952 -5.07340 0.507
H -1.91916 -4.49645 -0.95107 0.611
N 3.84185 0.29519 0.06981 0.049
C 3.65770 -0.72553 0.90312 0.485
N 2.47576 -1.21514 1.21270 -0.058
C 2.58985 -2.32526 2.06027 -0.475
C 1.55089 -3.16888 2.43496 -0.189
C 1.83273 -4.23113 3.27745 -0.990
C 3.13138 -4.46862 3.72878 -0.606
C 4.17822 -3.66075 3.31661 -0.465
C 3.89142 -2.59863 2.47314 0.430
S 5.00045 -1.48486 1.71384 -0.349
H 3.04963 0.68886 -0.46386 -0.101
H 4.77522 0.59626 -0.14969 0.271
H 0.55120 -3.01941 2.04414 0.565
H 1.03496 -4.89947 3.57223 0.450
H 3.32985 -5.30599 4.38293 0.412
H 5.19285 -3.86575 3.63009 0.414
N 1.39496 1.61815 1.80738 -0.307
C 1.39073 2.86460 1.07253 -0.014
C 0.20637 3.55327 0.89116 -0.035
C 0.18041 4.65921 0.04839 -0.909
C 1.33315 5.07385 -0.59843 -0.193
C 2.53452 4.42147 -0.33813 -1.052
C 2.56623 3.31873 0.49511 -0.293
S 1.29782 6.39955 -1.80868 1.339
O 2.44842 7.21328 -1.46330 -0.732
O 1.43382 5.68380 -3.07072 -0.553
O 0.00589 7.02892 -1.60461 -0.767
H 2.32310 1.43922 2.17999 0.319
H 0.77349 1.68000 2.60813 0.381
H -0.69933 3.21724 1.38680 0.471
H -0.73485 5.20965 -0.12836 0.557
H 3.43742 4.78972 -0.80807 0.474
H 3.49793 2.79401 0.68091 0.496
```

---

This record from the Open Molecules 2025 dataset describes a structure of composition C36H26F5N9S2Zr in a non-equilibrium geometry. The level of theory is the ωB97M-V functional and the def2-TZVPD basis.

The LUMO energy comes out at -6.9 eV. Its charge is +2. Its spin multiplicity is 1.

Geometry as XYZ:
```
79
Properties=species:S:1:pos:R:3:mulliken_charge:R:1
Zr -1.04896 -0.94899 0.99435 -0.323
C 3.30568 -4.92875 0.86176 -0.790
S 1.61808 -5.11959 0.22873 0.034
C 0.83813 -3.65650 0.70619 0.526
S -0.72865 -3.40791 0.03670 -0.425
N 1.47345 -2.83941 1.52291 -1.840
N 0.91705 -1.63033 1.70985 1.464
C 1.57834 -0.78192 2.43115 -1.032
C 1.16160 0.60205 2.43822 1.075
C 1.92689 1.59125 3.05095 -1.158
C 1.56326 2.91496 2.90053 -0.564
C 0.43785 3.22392 2.14281 -1.027
C -0.29411 2.19029 1.59837 -0.177
N 0.04692 0.90394 1.73498 1.285
H 3.70877 -5.93187 0.97442 0.408
H 3.28029 -4.41568 1.81597 0.267
H 3.89632 -4.37704 0.13458 0.250
H 2.49574 -1.08450 2.92414 0.513
H 2.79660 1.30781 3.62782 0.559
H 2.14391 3.70163 3.36285 0.476
H 0.13479 4.24882 1.98712 0.526
H -1.19258 2.39489 1.03020 0.322
N -4.13539 0.89562 0.42018 0.181
C -3.60729 0.31242 -0.70825 0.476
C -4.34485 0.48548 -1.88729 -1.117
C -3.95084 -0.14957 -3.03700 -0.582
C -2.81160 -0.95433 -3.00043 -1.272
C -2.11115 -1.03717 -1.83077 -0.290
N -2.46804 -0.40092 -0.67797 1.266
C -3.84395 0.79511 1.76749 0.275
C -4.87301 1.10826 2.66452 -1.170
C -4.61563 1.10694 4.01297 -0.639
C -3.31516 0.83900 4.44394 -0.973
C -2.36970 0.53144 3.50481 -0.310
N -2.61515 0.47015 2.17472 0.924
H -5.03295 1.31876 0.24634 0.256
H -5.23530 1.09955 -1.87572 0.527
H -4.52225 -0.04356 -3.94895 0.462
H -2.48586 -1.50629 -3.86925 0.526
H -1.22644 -1.65189 -1.78586 0.291
H -5.86241 1.33364 2.28913 0.499
H -5.39974 1.31713 4.72718 0.481
H -3.05752 0.86995 5.49246 0.510
H -1.35315 0.31920 3.81111 0.475
N 4.61075 1.27373 -3.57611 -0.013
C 5.10901 2.09560 -4.55320 0.765
C 6.35383 2.18834 -5.17026 -1.036
C 6.47447 3.12281 -6.17370 -0.418
C 5.40330 3.95927 -6.54632 -0.524
C 4.18267 3.88953 -5.92192 -0.784
C 4.02973 2.93901 -4.90517 0.622
N 2.93780 2.63630 -4.14268 -0.589
C 3.30289 1.64195 -3.36864 -0.239
C 2.38477 0.98691 -2.46954 1.130
C 2.60911 -0.26880 -1.89661 -0.901
C 1.64965 -0.83051 -1.08323 -0.780
N 0.49172 -0.23183 -0.76143 1.060
C 0.27298 0.97000 -1.33838 -0.399
C 1.15390 1.59307 -2.18031 -1.168
H 5.13745 0.58038 -3.07527 0.196
H 7.18555 1.55933 -4.88141 0.388
H 7.41607 3.21721 -6.69713 0.396
H 5.55821 4.67272 -7.34411 0.400
H 3.35959 4.53473 -6.19616 0.446
H 3.50926 -0.82901 -2.10822 0.455
H 1.81389 -1.82406 -0.69145 0.262
H -0.67343 1.44647 -1.11255 0.399
H 0.92045 2.54329 -2.63985 0.585
F -3.98669 -2.29690 0.76155 -0.511
C -3.56031 -2.61963 2.01116 -0.054
C -2.27896 -2.21531 2.34131 1.894
C -1.88104 -2.51532 3.63129 -0.120
F -0.64540 -2.06001 3.99118 -0.439
C -2.67006 -3.17245 4.55345 -0.110
F -2.25624 -3.40379 5.79070 -0.280
C -3.94634 -3.55511 4.16218 0.889
F -4.74044 -4.16210 5.02489 -0.292
C -4.40718 -3.27542 2.88135 -0.111
F -5.64292 -3.60643 2.53666 -0.281
```

---

This record from the Open Molecules 2025 dataset describes a structure of composition C36H26MnN6O6P in a non-equilibrium geometry. The level of theory is the ωB97M-V functional and the def2-TZVPD basis.

The LUMO energy (alpha / beta) comes out at -7.8 / -7.0 eV. Its charge is +2. Its spin multiplicity is 5.

Geometry as XYZ:
```
76
Properties=species:S:1:pos:R:3:mulliken_charge:R:1
Mn 0.38035 1.17131 -0.04447 0.139
N 0.75589 0.21376 -2.89002 0.206
P -0.67920 0.70557 -2.08778 0.914
C -1.57467 1.63301 -3.36418 0.844
C -1.80711 3.00174 -3.27304 -0.310
C -2.43961 3.65710 -4.31902 -0.668
C -2.83050 2.95296 -5.44713 -0.596
C -2.59926 1.58415 -5.53451 -0.733
C -1.98064 0.91727 -4.49305 -0.717
C -1.67966 -0.79212 -1.94231 0.276
C -2.93603 -0.62099 -1.35864 -0.455
C -3.76873 -1.71193 -1.18461 -0.815
C -3.35181 -2.97401 -1.59407 -0.620
C -2.10479 -3.14033 -2.17915 -0.782
C -1.26053 -2.05217 -2.35090 0.067
C 1.94893 0.79312 -2.50541 0.095
C 3.10102 0.74341 -3.28446 -1.002
C 4.24666 1.35668 -2.82389 -0.375
C 4.22371 2.04454 -1.60888 -0.930
C 3.06011 2.04999 -0.88754 -0.284
N 1.94295 1.41535 -1.31014 0.505
H 0.70712 -0.09996 -3.84881 0.429
H -1.50289 3.55143 -2.39012 0.317
H -2.62689 4.72060 -4.25612 0.436
H -3.32678 3.46543 -6.25988 0.424
H -2.91147 1.03445 -6.41220 0.434
H -1.83657 -0.15597 -4.54550 0.337
H -3.26148 0.37115 -1.05827 0.473
H -4.75068 -1.58371 -0.74825 0.520
H -4.00605 -3.82652 -1.47098 0.467
H -1.79174 -4.12116 -2.51248 0.481
H -0.28575 -2.18499 -2.80511 0.464
H 3.08193 0.23211 -4.23741 0.489
H 5.15890 1.30990 -3.40340 0.472
H 5.09463 2.56035 -1.23376 0.501
H 2.99160 2.55348 0.06618 0.526
O -3.84752 -1.47195 5.65941 -0.556
N -3.49572 -1.90182 4.58649 0.975
O -3.68813 -3.02549 4.16381 -0.562
C -2.83678 -0.94010 3.67202 -0.122
C -3.19906 0.35085 3.80113 -0.756
C -2.65568 1.35007 2.94265 0.941
C -2.96141 2.71389 3.08706 -0.681
C -2.37287 3.62956 2.24948 -1.132
C -1.49729 3.17182 1.26932 -0.179
N -1.19828 1.88791 1.11055 0.159
C -1.75496 0.97312 1.93877 -0.204
C -1.35834 -0.40308 1.81484 0.178
N -0.45487 -0.70604 0.85714 1.473
C 0.00090 -1.94067 0.76451 -0.574
C -0.41745 -2.95600 1.61924 -1.516
C -1.35991 -2.68227 2.57808 -1.001
C -1.87594 -1.37520 2.69080 0.801
H -3.90541 0.64046 4.56780 0.595
H -3.64024 3.02791 3.86998 0.533
H -2.57045 4.68786 2.33630 0.476
H -1.02126 3.87178 0.59276 0.530
H 0.72869 -2.13780 -0.01193 0.510
H -0.00204 -3.94877 1.52078 0.598
H -1.70625 -3.46442 3.23238 0.617
O 0.95364 0.31514 3.36501 -0.594
C 1.73438 0.35354 2.44480 0.055
O 1.53116 1.09486 1.35952 -0.420
C 3.01057 -0.43365 2.43933 0.444
C 3.63532 -0.75556 3.63791 -0.611
C 4.76100 -1.56277 3.63026 -0.581
C 5.23604 -2.04436 2.42289 -0.041
C 4.64552 -1.71141 1.21653 -0.782
C 3.52912 -0.89657 1.23107 0.144
N 6.39685 -2.96122 2.41235 0.983
O 6.91672 -3.17724 1.33629 -0.574
O 6.73839 -3.42328 3.47894 -0.562
H 3.23856 -0.38266 4.57215 0.538
H 5.27204 -1.83040 4.54377 0.516
H 5.06337 -2.08784 0.29388 0.518
H 3.04666 -0.62318 0.30124 0.338
```

---

Relative energy (zero: lowest compared OMol25 entry of this formula, charge and spin) readings, ordered: 10.1; 14.5; 0.0 kcal per mole
E readings, ordered: -159962.4366; -87692.6014; -99572.4514 eV